(1)
The following is a DFT calculation (ωB97M-V/def2-TZVPD) of a structure of composition C13H17ClMnO6S4.

Positions of all 42 atoms, in Å:
Mn1 -0.168 0.254 0.192
Cl1 -0.972 -1.941 -0.331
S1 -1.460 1.890 -0.657
S2 0.062 1.168 2.327
S3 1.896 1.259 -0.294
S4 3.208 -0.656 2.725
O1 -0.783 -1.102 -1.508
O2 0.943 8.262 -0.222
O3 -1.815 -1.159 0.581
O4 0.349 -1.965 0.327
O5 1.024 7.625 1.894
O6 -1.474 -3.222 -0.607
C1 2.034 2.578 0.937
C2 1.524 -1.165 3.183
C3 -0.534 5.310 1.308
C4 -0.873 3.509 -0.269
C5 0.752 7.349 0.759
C6 3.295 -0.976 0.941
C7 3.368 0.230 0.015
C8 0.169 6.036 0.350
C9 1.531 2.252 2.333
C10 0.323 5.503 -0.928
C11 -0.189 4.252 -1.232
C12 -1.067 4.073 0.996
C13 0.543 -0.067 3.568
H1 4.221 -1.535 0.797
H2 -0.402 -0.532 3.856
H3 1.640 -1.812 4.055
H4 1.122 -1.780 2.383
H5 -1.631 3.519 1.735
H6 0.887 6.034 -1.687
H7 1.465 3.398 0.505
H8 0.897 0.497 4.432
H9 -0.655 5.736 2.295
H10 3.079 2.889 0.973
H11 1.248 3.176 2.839
H12 3.649 -0.125 -0.978
H13 -0.039 3.824 -2.215
H14 2.297 1.745 2.910
H15 0.547 7.950 -1.045
H16 2.484 -1.640 0.661
H17 4.149 0.922 0.337

Properties
* ΔE to the lowest compared entry with this formula, charge and spin: 0.00 kJ/mol
* HOMO level (alpha / beta): -8.3 / -8.5 eV
* electronic energy: -113218.179 eV
* E_LUMO (alpha / beta): -0.007 / 0.147 eV
* total charge: 0
* 2S+1: 2
* maximum force: 0.21 eV/Å
* gap between HOMO and LUMO (alpha / beta): 8.3 / 8.7 eV



(2)
The following is a DFT calculation (ωB97M-V/def2-TZVPD) of a cluster of 7 separate species, C15H44O7 in total.

Positions of all 66 atoms, in Å:
O1 -3.639 -16.369 19.731
O2 -5.545 -10.395 19.754
O3 -11.828 -11.473 20.968
O4 -3.748 -9.712 25.065
O5 -10.891 -11.270 12.536
O6 -7.915 -18.749 28.700
O7 -13.857 -6.883 18.889
C1 -12.837 -13.667 21.176
C2 -4.415 -10.196 27.230
C3 -4.651 -17.309 19.714
C4 -4.107 -18.648 20.336
C5 -8.600 -16.473 29.178
C6 -9.490 -13.125 12.872
C7 -8.518 -10.833 12.950
C8 -12.464 -12.388 21.872
C9 -13.759 -11.766 22.434
C10 -5.689 -8.507 25.770
C11 -5.783 -16.577 20.415
C12 -7.712 -18.179 30.976
C13 -7.649 -17.616 29.524
C14 -4.326 -9.118 26.208
C15 -9.754 -11.668 13.279
H1 -13.375 -13.380 20.272
H2 -9.890 -11.559 14.355
H3 -13.345 -7.586 19.288
H4 -8.332 -15.637 29.825
H5 -12.001 -14.338 20.978
H6 -3.089 -18.670 20.726
H7 -9.580 -16.946 29.247
H8 -5.988 -8.032 26.705
H9 -11.763 -12.608 22.676
H10 -3.081 -10.355 25.317
H11 -6.450 -17.420 20.593
H12 -5.510 -7.819 24.944
H13 -3.373 -10.383 27.489
H14 -4.048 -19.429 19.577
H15 -4.671 -18.998 21.200
H16 -8.691 -18.645 31.084
H17 -14.300 -12.536 22.983
H18 -14.711 -6.935 19.316
H19 -7.792 -10.888 13.761
H20 -6.166 -15.755 19.810
H21 -4.056 -15.506 19.781
H22 -8.833 -9.798 12.818
H23 -8.264 -16.133 28.199
H24 -7.347 -19.426 29.075
H25 -4.887 -17.546 18.676
H26 -6.617 -17.345 29.300
H27 -4.716 -11.151 26.798
H28 -4.921 -9.819 28.118
H29 -11.295 -10.442 12.807
H30 -8.465 -13.360 13.160
H31 -6.872 -18.850 31.161
H32 -10.911 -11.735 20.861
H33 -8.124 -11.071 11.962
H34 -4.982 -9.869 19.186
H35 -5.055 -10.472 20.573
H36 -6.364 -9.308 25.467
H37 -7.702 -17.365 31.701
H38 -9.656 -13.266 11.804
H39 -3.647 -8.349 26.575
H40 -5.433 -16.276 21.402
H41 -13.636 -10.876 23.050
H42 -10.093 -13.819 13.456
H43 -14.252 -11.328 21.566
H44 -13.506 -14.287 21.772

Properties
* ΔE to the lowest compared entry with this formula, charge and spin: 290.86 kJ/mol
* HOMO level: -10.0 eV
* electronic energy: -30598.625 eV
* E_LUMO: 0.396 eV
* total charge: 0
* SMILES string: CC(C)O.CC(C)O.CC(C)O.CC(C)O.CC(C)O.O.O
* maximum force: 2.62 eV/Å
* gap between HOMO and LUMO: 10.3 eV



(3)
The following is a DFT calculation (ωB97M-V/def2-TZVPD) of a cluster of 2 separate species, C7H15BrSi in total.

Positions of all 24 atoms, in Å:
Br1 3.764 0.958 0.126
Si1 -1.653 1.245 0.423
C1 1.604 -2.587 0.469
C2 3.011 -0.671 0.647
C3 2.300 -1.474 -0.155
C4 -3.146 2.326 -0.173
C5 1.679 -1.108 -1.519
C6 -0.044 2.236 0.004
C7 -1.775 -0.466 1.109
H1 -0.972 -0.690 1.727
H2 0.000 2.370 -0.997
H3 0.869 -0.512 -1.441
H4 1.438 -1.970 -2.070
H5 -0.006 3.102 0.602
H6 -2.639 -0.640 1.685
H7 3.435 -0.958 1.641
H8 0.522 -2.236 0.802
H9 0.789 1.815 0.433
H10 2.480 -0.705 -2.102
H11 2.068 -2.852 1.338
H12 -3.434 1.980 -1.256
H13 1.402 -3.438 -0.316
H14 -3.997 2.309 0.637
H15 -2.916 3.365 -0.219

Properties
* ΔE to the lowest compared entry with this formula, charge and spin: 294.74 kJ/mol
* HOMO level (alpha / beta): -8.1 / -8.1 eV
* electronic energy: -85418.486 eV
* E_LUMO (alpha / beta): 0.526 / 0.526 eV
* total charge: 0
* SMILES string: C=[Si](C)C.CC(C)=CBr
* maximum force: 4.72 eV/Å
* gap between HOMO and LUMO (alpha / beta): 8.6 / 8.6 eV



(4)
The following is a DFT calculation (ωB97M-V/def2-TZVPD) of the ion C2H4N3 with charge +1.

Positions of all 9 atoms, in Å:
N1 1.202 -0.614 -1.045
N2 1.361 0.981 -2.187
N3 2.023 0.018 -1.933
C1 -0.926 -0.540 0.253
C2 0.221 -0.327 -0.515
H1 -1.185 0.424 0.702
H2 -1.879 -0.636 -0.351
H3 1.871 1.798 -2.758
H4 -0.670 -1.397 0.867

Properties
* ΔE to the lowest compared entry with this formula, charge and spin: 455.25 kJ/mol
* HOMO level: -16.0 eV
* electronic energy: -6596.748 eV
* E_LUMO: -6.159 eV
* total charge: +1
* SMILES string: [H]/N=N/[N+]#CC
* maximum force: 6.64 eV/Å
* gap between HOMO and LUMO: 9.8 eV



(5)
The following is a DFT calculation (ωB97M-V/def2-TZVPD) of a structure of composition C8H8N2S.

Positions of all 19 atoms, in Å:
S1 -1.834 0.346 1.894
N1 -2.385 -2.436 2.060
N2 1.984 -0.075 -2.589
C1 -0.635 0.558 0.699
C2 3.499 0.612 -2.426
C3 1.078 0.107 -1.434
C4 -0.232 -0.171 -1.614
C5 -2.009 -1.230 2.199
C6 0.726 0.849 0.848
C7 1.584 0.577 -0.158
C8 -1.082 0.292 -0.585
H1 4.261 0.325 -1.105
H2 3.387 2.010 -2.464
H3 1.340 0.982 1.753
H4 -2.197 0.115 -0.667
H5 -0.566 -0.446 -2.568
H6 3.707 0.300 -3.513
H7 1.853 -1.190 -3.153
H8 2.783 0.381 -0.077

Properties
* ΔE to the lowest compared entry with this formula, charge and spin: 847.57 kJ/mol
* HOMO level: -8.6 eV
* electronic energy: -22233.257 eV
* E_LUMO: 0.127 eV
* total charge: 0
* maximum force: 12.09 eV/Å
* gap between HOMO and LUMO: 8.8 eV



(6)
The following is a DFT calculation (ωB97M-V/def2-TZVPD) of a structure of composition C44H45BaN10O6S5.

Positions of all 111 atoms, in Å:
Ba1 14.636 15.494 14.245
S1 14.476 16.618 17.722
S2 8.023 12.574 21.636
S3 11.047 15.373 14.222
S4 16.692 14.377 16.403
S5 16.887 17.827 15.761
O1 16.210 18.671 8.889
O2 8.932 13.593 22.128
O3 7.039 12.941 20.616
O4 7.504 11.647 22.630
O5 19.347 18.083 11.331
O6 12.643 17.918 11.132
N1 9.948 12.177 19.765
N2 11.461 12.804 13.697
N3 13.179 13.794 16.339
N4 14.705 17.954 12.906
N5 16.850 18.084 11.931
N6 14.246 13.177 13.229
N7 15.165 19.565 11.310
N8 15.354 12.118 11.319
N9 9.298 10.270 20.991
N10 14.915 12.460 8.921
C1 17.660 21.981 9.055
C2 18.907 16.915 11.914
C3 10.146 9.552 20.262
C4 12.559 11.740 17.249
C5 10.785 11.485 19.089
C6 15.252 18.264 17.892
C7 19.181 14.684 12.768
C8 17.818 14.648 13.013
C9 10.896 10.106 19.242
C10 14.959 18.560 8.260
C11 9.981 10.984 13.997
C12 11.170 19.000 12.829
C13 10.587 13.705 14.178
C14 12.358 18.448 12.383
C15 15.125 12.300 10.033
C16 15.534 18.477 12.062
C17 11.617 12.311 18.111
C18 16.526 19.877 9.359
C19 12.289 14.375 17.173
C20 11.478 13.664 18.058
C21 11.153 11.503 13.565
C22 16.467 21.587 11.088
C23 12.102 19.571 14.909
C24 16.962 15.736 12.860
C25 19.705 15.821 12.160
C26 18.316 16.697 15.911
C27 17.524 16.827 12.230
C28 16.741 18.344 17.472
C29 15.533 15.581 18.744
C30 9.203 11.550 20.682
C31 14.782 12.756 12.269
C32 17.314 20.747 8.565
C33 20.748 18.192 10.998
C34 18.166 15.454 16.768
C35 13.248 12.474 16.331
C36 13.323 19.067 14.492
C37 13.446 18.543 13.224
C38 15.966 14.268 18.066
C39 9.036 11.873 14.557
C40 16.089 20.348 10.597
C41 9.350 13.252 14.616
C42 11.001 19.581 14.063
C43 11.634 17.048 10.580
C44 17.318 22.388 10.359
H1 14.125 18.730 8.966
H2 12.437 13.061 13.433
H3 11.882 10.915 13.010
H4 17.630 20.473 7.573
H5 19.050 14.827 16.623
H6 14.885 19.406 7.543
H7 9.786 9.935 13.871
H8 8.660 13.933 15.081
H9 17.082 19.360 17.639
H10 14.862 15.251 19.589
H11 16.662 13.741 18.750
H12 10.676 14.198 18.607
H13 17.402 17.670 18.041
H14 16.349 16.147 19.154
H15 10.217 8.492 20.351
H16 14.668 18.918 17.268
H17 12.267 16.333 10.050
H18 19.879 13.913 13.045
H19 10.052 19.874 14.459
H20 14.199 19.149 15.123
H21 13.927 12.029 15.631
H22 11.580 9.532 18.574
H23 18.122 15.691 17.833
H24 20.753 15.817 11.983
H25 19.171 17.301 16.274
H26 15.173 13.550 17.972
H27 12.783 10.706 17.218
H28 14.357 20.070 11.655
H29 21.381 18.215 11.853
H30 14.858 17.625 7.785
H31 15.092 18.511 18.928
H32 18.515 16.430 14.902
H33 20.933 19.058 10.365
H34 17.233 18.527 11.131
H35 17.692 23.349 10.741
H36 17.381 13.658 13.321
H37 11.121 16.531 11.411
H38 11.942 19.901 15.925
H39 16.246 21.844 12.110
H40 12.117 15.445 17.037
H41 18.240 22.641 8.386
H42 21.103 17.313 10.388
H43 10.309 19.015 12.167
H44 10.915 17.528 9.871
H45 8.078 11.489 14.975

Properties
* ΔE to the lowest compared entry with this formula, charge and spin: 125.24 kJ/mol
* HOMO level: -5.6 eV
* electronic energy: -128415.517 eV
* E_LUMO: 1.423 eV
* total charge: -1
* maximum force: 3.00 eV/Å
* gap between HOMO and LUMO: 7.0 eV



Q: What is the ΔE to the lowest compared entry with this formula, charge and spin in the third record?
A: 294.74 kJ/mol



Q: Which formula does entry 5 have?
A: C8H8N2S



Q: Which value of ΔE to the lowest compared entry with this formula, charge and spin does entry 3 give?
A: 294.74 kJ/mol